Record 1
DFT (the ωB97M-V functional and the def2-TZVPD basis) results for C45H42FeN5P3 as an isolated structure.

Geometry as XYZ:
```
96
C45H42FeN5P3 (the ωB97M-V functional and the def2-TZVPD basis)
Fe -0.418 -0.529 -0.059
C 2.622 0.740 -0.075
C 2.381 1.734 -1.225
P 0.916 1.819 -2.313
C 1.201 3.378 -3.180
C 2.253 3.352 -4.103
C 2.582 4.490 -4.817
C 1.857 5.661 -4.630
C 0.803 5.685 -3.731
C 0.473 4.550 -3.002
C 0.610 0.643 -3.610
C -0.363 1.041 -4.537
C -0.680 0.203 -5.590
C -0.006 -1.003 -5.749
C 0.983 -1.378 -4.851
C 1.284 -0.561 -3.773
P 1.880 -0.915 -0.308
C 1.905 -1.734 1.317
C 2.833 -1.431 2.316
C 2.774 -2.075 3.539
C 1.786 -3.024 3.784
C 0.863 -3.336 2.800
C 0.923 -2.692 1.571
C 3.097 -1.853 -1.284
C 4.316 -1.329 -1.701
C 5.188 -2.102 -2.459
C 4.847 -3.400 -2.801
C 3.632 -3.932 -2.385
C 2.759 -3.160 -1.638
H 2.149 1.146 0.822
H 3.692 0.690 0.125
H 3.222 1.773 -1.923
H 2.281 2.748 -0.819
H 2.814 2.443 -4.288
H 3.395 4.460 -5.529
H 2.108 6.549 -5.194
H 0.227 6.590 -3.591
H -0.365 4.596 -2.323
H -0.868 1.996 -4.443
H -1.441 0.498 -6.301
H -0.245 -1.644 -6.588
H 1.524 -2.305 -4.986
H 2.048 -0.867 -3.078
H 3.619 -0.707 2.133
H 3.503 -1.846 4.305
H 1.743 -3.522 4.743
H 0.102 -4.082 2.985
H 0.221 -2.980 0.791
H 4.616 -0.322 -1.439
H 6.138 -1.688 -2.772
H 5.528 -4.003 -3.387
H 3.369 -4.949 -2.642
H 1.813 -3.584 -1.317
N -1.927 3.459 -0.660
C -0.624 3.082 -0.448
N -0.431 1.924 -1.255
C -1.792 1.594 -1.651
N -2.618 2.532 -1.324
C -2.252 0.314 -2.201
C -3.444 0.229 -2.916
N -3.895 -0.930 -3.367
C -3.155 -2.007 -3.115
C -1.975 -1.935 -2.392
N -1.530 -0.771 -1.918
H -2.401 4.266 -0.288
H 0.107 3.590 0.148
H -4.032 1.117 -3.113
H -3.513 -2.956 -3.494
H -1.387 -2.818 -2.178
C -3.276 0.995 1.796
P -2.272 -0.490 1.473
C -1.811 -0.998 3.154
C -0.673 -0.434 3.723
C -0.332 -0.713 5.037
C -1.114 -1.582 5.785
C -2.242 -2.162 5.220
C -2.596 -1.865 3.911
C -3.427 -1.736 0.850
C -2.994 -3.063 0.768
C -3.803 -4.032 0.200
C -5.048 -3.683 -0.314
C -5.480 -2.368 -0.249
C -4.673 -1.395 0.333
H -2.618 1.740 2.244
H -4.076 0.762 2.499
H -3.702 1.405 0.882
H -0.051 0.242 3.143
H 0.548 -0.260 5.474
H -0.849 -1.806 6.810
H -2.856 -2.835 5.802
H -3.489 -2.309 3.488
H -2.029 -3.342 1.179
H -3.471 -5.061 0.163
H -5.682 -4.439 -0.756
H -6.449 -2.094 -0.643
H -5.032 -0.375 0.383
```

## Properties
E = -117036.4207 eV
Charge = +2
Multiplicity = 5
Lowest unoccupied orbital energy (alpha / beta) = -5.146 / -5.447 eV
⟨S²⟩ = 6.05
Relative energy (zero: lowest compared OMol25 entry of this formula, charge and spin) = 27.4 kcal/mol

***

Record 2
DFT (the ωB97M-V functional and the def2-TZVPD basis) results for an isolated ion of composition C9H10N and charge +1.

Geometry as XYZ:
```
20
C9H10N (the ωB97M-V functional and the def2-TZVPD basis)
C -0.085 1.748 0.223
C 0.306 1.332 -1.020
C -0.919 -0.290 1.324
C -2.205 -1.479 -0.588
C -1.522 -0.908 0.227
C -0.355 0.947 1.373
C 0.685 0.078 -1.393
C -0.079 1.573 2.711
C 1.566 -2.112 -2.317
N 1.177 -0.892 -1.803
H -0.165 2.820 0.367
H 0.399 2.060 -1.818
H -1.068 -0.822 2.257
H -2.769 -1.950 -1.338
H 0.906 1.275 3.073
H -0.817 1.265 3.447
H -0.090 2.657 2.639
H 2.239 -1.932 -3.160
H 0.701 -2.689 -2.658
H 2.094 -2.679 -1.547
```

## Properties
E = -10974.7856 eV
SMILES = C#C/C=C(C)\C=C/C#[N+]C
Charge = +1
Lowest unoccupied orbital energy = -5.152 eV
Relative energy (zero: lowest compared OMol25 entry of this formula, charge and spin) = 78.3 kcal/mol

***

Record 3
DFT (the ωB97M-V functional and the def2-TZVPD basis) results for C15H15I2N9OPd as an isolated structure.

Geometry as XYZ:
```
43
C15H15I2N9OPd (the ωB97M-V functional and the def2-TZVPD basis)
Pd 0.013 -0.076 0.230
I 2.642 1.719 4.523
C 0.709 2.251 3.982
C -0.083 3.046 4.785
C -1.374 3.387 4.402
I -2.493 4.565 5.701
C -1.918 2.942 3.149
C -3.195 3.274 2.667
C -3.591 2.821 1.434
C -2.722 2.021 0.691
N -1.530 1.664 1.132
C -1.123 2.121 2.329
C 0.224 1.736 2.733
O 0.915 1.000 1.996
H 0.307 3.404 5.727
H -3.854 3.893 3.260
H -4.559 3.082 1.030
H -3.007 1.684 -0.297
C 0.421 -2.382 -4.182
N 1.575 -2.414 -3.292
C 2.702 -3.256 -3.696
C 1.618 -1.657 -2.186
N 0.720 -0.779 -1.842
N 2.760 -1.811 -1.415
C 2.945 -1.427 -0.109
N 4.199 -1.576 0.350
N 1.970 -0.991 0.618
H 0.320 -3.353 -4.659
H 0.530 -1.622 -4.959
H -0.498 -2.201 -3.628
H 2.466 -3.727 -4.643
H 2.890 -4.047 -2.967
H 3.612 -2.672 -3.858
H -0.045 -0.718 -2.493
H 3.538 -2.270 -1.854
H 4.951 -1.927 -0.216
H 4.427 -1.327 1.296
H 2.239 -0.734 1.559
N -5.639 0.044 -2.579
C -4.768 -0.542 -2.065
N -3.798 -1.184 -1.524
C -2.754 -0.994 -0.864
N -1.743 -0.967 -0.264
```

## Properties
E = -50919.6977 eV
Charge = +2
Multiplicity = 5
Lowest unoccupied orbital energy (alpha / beta) = -6.009 / -9.889 eV
⟨S²⟩ = 6.08

***

Record 4
DFT (the ωB97M-V functional and the def2-TZVPD basis) results for one molecule with the formula C18H16O4.

Geometry as XYZ:
```
38
C18H16O4 (the ωB97M-V functional and the def2-TZVPD basis)
O 2.614 1.971 1.153
O 2.233 0.810 -1.406
O -0.607 -0.930 2.745
O 0.647 0.317 4.965
C 1.808 1.082 0.883
C 1.365 0.880 -0.486
C 0.031 -0.365 1.736
C 1.319 0.168 1.945
C -0.772 1.048 -4.388
C -1.900 -0.792 0.193
C -1.847 0.180 -4.588
C -0.691 -0.179 0.444
C -0.164 1.168 -3.123
C -2.450 -0.891 -1.035
C -0.021 0.364 -0.723
C -2.502 -0.450 -3.560
C -0.670 0.379 -2.016
C -1.917 -0.340 -2.232
C -3.694 -1.357 -4.004
C 3.693 -0.180 2.803
C 1.837 0.650 4.251
C 2.163 -0.280 3.130
H -0.114 -0.618 3.486
H 0.416 0.798 5.784
H -0.344 1.637 -5.145
H -2.426 -1.270 1.109
H -2.171 0.063 -5.648
H 0.739 1.806 -3.225
H -3.363 -1.526 -1.107
H -4.427 -0.681 -4.456
H -4.117 -1.793 -3.116
H -3.173 -2.088 -4.640
H 4.072 0.794 2.943
H 3.796 -0.404 1.717
H 4.277 -0.903 3.453
H 1.805 1.634 3.756
H 2.697 0.614 4.950
H 1.858 -1.316 3.451
```

## Properties
E = -27113.4587 eV
SMILES = Cc1cccc2c3c(ccc12)C(O)=C([C@@H](C)CO)C(=O)C3=O
Lowest unoccupied orbital energy = -1.201 eV
Relative energy (zero: lowest compared OMol25 entry of this formula, charge and spin) = 70.3 kcal/mol

***

Record 5
DFT (the ωB97M-V functional and the def2-TZVPD basis) results for C12H36B3Cs2O6S3 as an isolated structure.

Geometry as XYZ:
```
62
C12H36B3Cs2O6S3 (the ωB97M-V functional and the def2-TZVPD basis)
Cs 15.314 -14.103 10.308
Cs 11.561 -11.697 11.410
B 13.783 -12.004 8.531
H 13.513 -11.032 8.147
H 13.244 -12.747 7.963
H 14.851 -12.148 8.461
H 13.374 -12.013 9.529
B 13.932 -13.682 13.033
H 13.476 -14.654 12.921
H 13.441 -13.163 13.841
H 14.963 -13.915 13.253
H 13.764 -13.162 12.103
B 17.484 -11.439 10.723
H 18.005 -11.601 9.792
H 16.444 -11.646 10.520
H 17.841 -11.999 11.573
H 17.529 -10.394 10.990
C 13.305 -13.597 3.158
C 12.734 -12.679 4.226
C 11.300 -12.148 3.706
S 10.875 -13.130 2.111
O 11.241 -12.244 1.025
O 9.593 -13.779 2.218
C 12.096 -14.410 2.540
H 13.849 -14.320 3.765
H 13.994 -13.137 2.450
H 13.291 -11.786 4.510
H 12.499 -13.196 5.157
H 11.321 -11.091 3.440
H 10.418 -12.426 4.284
H 12.187 -15.044 1.658
H 11.460 -14.937 3.252
C 18.767 -11.433 5.629
C 19.408 -10.057 5.510
C 18.386 -8.997 5.206
S 16.591 -9.730 5.255
O 16.084 -10.043 3.889
O 15.727 -9.054 6.258
C 17.233 -11.278 6.126
H 19.441 -11.948 6.314
H 18.818 -12.050 4.732
H 20.236 -10.117 4.803
H 19.776 -9.715 6.477
H 18.546 -8.468 4.266
H 18.354 -8.341 6.075
H 16.416 -11.995 6.057
H 17.468 -10.934 7.133
C 9.780 -8.719 5.545
C 10.390 -9.465 6.717
C 11.885 -9.103 6.653
S 12.048 -7.358 6.306
O 13.008 -7.013 5.204
O 12.208 -6.611 7.527
C 10.276 -7.301 5.632
H 8.692 -8.793 5.539
H 10.102 -9.202 4.623
H 10.237 -10.523 6.504
H 10.088 -9.245 7.741
H 12.375 -9.617 5.826
H 12.430 -9.250 7.585
H 10.205 -6.752 4.693
H 9.703 -6.794 6.409
```

## Properties
E = -60930.1785 eV
Multiplicity = 2
Lowest unoccupied orbital energy (alpha / beta) = -0.661 / -5.353 eV
⟨S²⟩ = 0.75

***

Record 6
DFT (the ωB97M-V functional and the def2-TZVPD basis) results for C14H31O7SZn as an isolated structure.

Geometry as XYZ:
```
54
C14H31O7SZn (the ωB97M-V functional and the def2-TZVPD basis)
Zn -2.720 -2.637 15.239
C -0.846 -1.069 17.664
O -2.096 -1.712 17.451
C -3.164 -1.028 18.209
C -4.339 -1.908 18.134
O -4.530 -2.232 16.644
C -5.857 -2.547 16.257
C -5.749 -3.447 15.067
O -4.807 -2.981 14.147
C -5.263 -2.270 12.996
H -0.615 -0.868 18.728
H -0.143 -1.727 17.156
H -0.864 -0.110 17.139
H -2.804 -0.962 19.259
H -3.337 0.021 17.865
H -4.245 -2.872 18.719
H -5.259 -1.454 18.515
H -6.268 -3.239 17.034
H -6.517 -1.661 16.179
H -5.414 -4.446 15.438
H -6.694 -3.682 14.574
H -6.041 -2.926 12.548
H -5.796 -1.342 13.324
H -4.370 -2.096 12.391
C -2.233 -6.898 16.755
S -2.570 -5.127 17.256
C -0.877 -4.651 17.768
O -2.646 -4.430 15.876
H -1.457 -6.822 15.996
H -3.125 -7.410 16.447
H -1.868 -7.355 17.709
H -0.311 -5.429 18.245
H -0.940 -3.790 18.520
H -0.382 -4.276 16.825
C 0.147 -4.495 11.643
C -1.220 -4.912 11.165
C -2.131 -4.850 12.388
O -1.447 -3.969 13.338
C -0.205 -3.492 12.737
H 0.767 -4.019 10.842
H 0.752 -5.276 12.117
H -1.266 -5.841 10.636
H -1.558 -4.217 10.349
H -2.261 -5.837 12.939
H -3.133 -4.420 12.212
H 0.533 -3.407 13.522
H -0.386 -2.426 12.509
C -1.391 1.341 13.886
O -1.797 0.224 14.704
C -2.263 -0.938 14.056
O -2.333 -0.980 12.824
H -1.245 0.910 12.896
H -0.493 1.836 14.333
H -2.229 2.067 13.926
```

## Properties
E = -88597.9470 eV
Charge = +1
Lowest unoccupied orbital energy = -2.246 eV

***

Record 7
DFT (the ωB97M-V functional and the def2-TZVPD basis) results for C19H42NO2P3SeV as an isolated structure.

Geometry as XYZ:
```
69
C19H42NO2P3SeV (the ωB97M-V functional and the def2-TZVPD basis)
V 0.457 0.555 -0.553
P 1.094 0.155 1.796
P 2.184 2.113 -0.859
P 1.658 -1.477 -0.915
H -2.640 -1.300 3.635
C -2.773 -1.616 2.586
C -2.421 -3.014 2.296
H -1.602 -3.489 2.831
C 0.216 1.321 2.886
C 2.838 0.440 2.304
C 0.742 -1.443 2.624
C 1.964 3.112 -2.375
C 2.297 3.460 0.373
C 3.908 1.526 -1.051
C 0.441 -2.834 -0.695
C 3.144 -2.117 -0.059
C 2.172 -1.677 -2.663
H -3.784 -1.349 2.235
H -3.054 -3.590 1.627
H -0.864 1.238 2.710
H 0.525 2.350 2.663
H 0.448 1.081 3.933
H 3.226 1.379 1.896
H 3.481 -0.383 1.973
H 2.864 0.495 3.401
H -0.251 -1.840 2.378
H 0.778 -1.270 3.709
H 1.493 -2.199 2.369
H 2.838 3.768 -2.493
H 1.056 3.720 -2.274
H 1.861 2.465 -3.254
H 3.008 4.209 -0.001
H 2.622 3.100 1.354
H 1.298 3.907 0.468
H 4.516 2.374 -1.396
H 3.957 0.720 -1.794
H 4.304 1.158 -0.097
H 0.987 -3.782 -0.604
H -0.230 -2.872 -1.563
H -0.177 -2.687 0.201
H 3.540 -2.951 -0.657
H 2.910 -2.487 0.945
H 3.918 -1.343 0.010
H 2.661 -2.655 -2.767
H 2.875 -0.887 -2.955
H 1.299 -1.627 -3.327
C -1.696 -0.888 -2.533
C -2.578 -1.080 -1.464
C -3.295 -2.275 -1.371
C -3.212 -3.221 -2.402
C -2.416 -2.970 -3.528
C -1.668 -1.793 -3.608
Se -0.380 0.586 -2.535
H -2.021 -0.962 1.927
H -2.667 -0.313 -0.692
H -3.922 -2.458 -0.495
H -3.783 -4.148 -2.332
H -2.381 -3.686 -4.350
H -1.053 -1.566 -4.479
N -4.110 3.020 1.083
C -2.915 3.723 0.534
C -1.869 2.625 0.353
O -0.743 2.965 -0.085
O -2.241 1.448 0.681
H -3.830 2.004 1.101
H -4.936 3.191 0.504
H -4.330 3.367 2.021
H -3.166 4.192 -0.417
H -2.576 4.482 1.240
```

## Properties
E = -144843.2771 eV
Charge = +3
Multiplicity = 3
Lowest unoccupied orbital energy (alpha / beta) = -12.420 / -12.421 eV
⟨S²⟩ = 2.10
Relative energy (zero: lowest compared OMol25 entry of this formula, charge and spin) = 0.0 kcal/mol

***

Record 8
DFT (the ωB97M-V functional and the def2-TZVPD basis) results for C4H7F6IrN3O5S2 as an isolated structure.

Geometry as XYZ:
```
28
C4H7F6IrN3O5S2 (the ωB97M-V functional and the def2-TZVPD basis)
Ir -0.284 0.158 1.093
F 3.646 -0.958 -0.794
C 2.472 -0.520 -1.194
F 2.327 0.757 -0.852
F 2.337 -0.652 -2.495
S 1.162 -1.552 -0.372
O 1.260 -1.154 1.103
O 1.399 -2.902 -0.691
N -0.194 -0.788 -0.758
S -1.556 -1.515 -1.429
O -1.540 -2.906 -1.154
O -2.628 -0.646 -1.102
C -1.166 -1.281 -3.221
F -2.154 -1.785 -3.929
F -1.028 0.012 -3.475
F -0.031 -1.910 -3.499
N -0.876 -0.416 3.941
N -0.295 0.623 3.111
H -1.806 -0.615 3.583
H -0.310 -1.253 3.836
H 0.644 0.768 3.480
H -0.809 1.470 3.353
C 0.258 3.126 0.102
C -0.507 1.988 0.633
O -1.680 1.794 0.881
H 0.478 2.899 -0.944
H 1.207 3.215 0.628
H -0.325 4.042 0.166
```

## Properties
E = -59773.9240 eV
Charge = +1
Lowest unoccupied orbital energy = -4.170 eV
Relative energy (zero: lowest compared OMol25 entry of this formula, charge and spin) = 10.3 kcal/mol